Computed, not measured: a 9-piece molecular cluster, C9H27N9O18 overall at a distorted geometry, with ωB97M-V/def2-TZVPD.

Positions of all 63 atoms, in Å:
O -0.1651 -1.0731 0.2650
H -1.6984 3.7519 0.7018
H -2.3486 1.0118 3.8134
O -1.6181 -4.1001 -0.3028
C -1.3356 4.6755 0.2766
H -1.3791 -0.4297 3.3442
O -0.4846 2.0870 4.9642
H 1.1008 -4.5658 -0.4796
H -1.2754 1.0633 2.4027
H -3.0201 1.5503 -2.7782
H 3.1160 3.9277 3.2487
N 0.9799 -2.9567 -5.2585
O -3.3514 1.9922 -0.1278
C -0.2436 0.9859 -0.7738
H -1.0819 1.0209 -1.4580
H 1.0063 -1.0256 -4.5500
H 3.0922 -0.3859 3.8520
H -0.2778 4.8706 0.3850
O -0.0382 -3.3961 -4.7480
O 1.4331 -3.2992 -6.3252
O 5.0564 0.4393 2.8424
C -3.9902 1.7539 -2.3295
H -3.5410 -1.6025 -0.1540
H 2.6362 -1.6954 -5.0058
H -0.4496 1.3351 0.2222
C 1.6895 -1.8701 -4.5184
H -3.6616 -3.1414 0.7651
C 3.3530 -1.0968 3.0848
C 1.2602 -3.9403 -1.3477
O -4.3260 0.1590 -0.6864
N 4.5989 -0.6088 2.4478
H -2.3372 -1.9996 1.1211
N 0.2209 -0.4208 -0.6870
O 0.9012 -0.8485 -1.5848
H 3.0422 2.3191 4.0012
C -1.4151 0.6505 3.4012
N -1.6733 4.5928 -1.1890
H 0.5470 1.5711 -1.2332
N -2.1351 -3.0708 -0.6510
H 1.9486 -3.1444 -1.1186
N 1.9463 -4.8553 -2.3227
O -2.2990 5.5054 -1.6756
O 2.3480 1.6661 1.7638
O 2.9368 -4.4539 -2.8805
H 1.6987 3.4765 4.2260
H 2.6059 -1.1594 2.2983
H 0.3343 -3.6592 -1.8292
N -3.9014 1.2737 -0.9297
C -3.0000 -2.3875 0.3555
O 0.7624 3.0986 1.9866
C 2.4609 3.1106 3.5491
N -0.2948 1.1294 4.2394
O 1.4667 -5.9589 -2.4843
H -4.7481 1.1759 -2.8470
N 1.8136 2.5881 2.3309
H -1.8927 5.5315 0.6437
O -1.4016 3.5710 -1.7807
H 3.5859 -2.0861 3.4597
H 1.8300 -2.1684 -3.4901
H -4.2329 2.8074 -2.3908
O 5.0837 -1.3099 1.5811
O 0.7693 0.5541 4.1232
O -2.0077 -2.5358 -1.7592

For the energy relative to the best compared isomer or geometry (same formula, charge and spin), the calculation gives 0.0 kJ/mol. The total energy is -2205.39743 Eh. The SMILES is C[N+](=O)[O-].C[N+](=O)[O-].C[N+](=O)[O-].C[N+](=O)[O-].C[N+](=O)[O-].C[N+](=O)[O-].C[N+](=O)[O-].C[N+](=O)[O-].C[N+](=O)[O-]. As for the net charge: 0. The calculation puts the LUMO energy at -0.02469 Ha. Its gap between HOMO and LUMO is 9.8165 eV. As for the HOMO energy: -10.5 eV.